(1)
179
Properties=species:S:1:pos:R:3 method="wB97M-V/def2-TZVPD" de_lowest_kj_mol=705.9 homo_ev=-7.9 homo_lumo_gap_ev=7.418 largest_force_ev_per_a=6.581 e_tot_ha=-66194.265673
C 2.28076 6.00247 -1.13132
C 1.61422 4.92189 -1.74370
C 0.16022 4.53577 -1.29153
C -0.13723 3.60104 -0.13359
C -1.56225 3.32732 0.13220
C -2.70640 3.91260 -0.66886
C -4.14873 3.46594 -0.21391
O -4.90730 4.15085 0.48935
N -4.64723 2.13409 -0.58618
C -5.40002 2.11662 -1.79818
O -5.12279 1.28258 -2.63181
F -6.46546 2.96816 -2.04784
C -2.42633 4.84493 -1.81391
C -3.54068 5.47395 -2.71571
Cl -4.92848 6.21454 -1.78674
C -4.03596 4.46983 -3.88310
C -3.11231 3.19244 -4.05407
C -0.97034 5.14599 -2.09860
N -0.65569 6.07225 -3.19580
C -0.18217 5.40898 -4.44886
C 0.99018 6.32531 -5.04291
S -1.96587 2.23343 1.52140
C -0.45566 2.28435 2.58573
C -0.55713 1.89710 4.03613
C -1.95212 1.45148 4.59632
C -1.94747 -0.05057 5.18938
O -2.78957 -0.19201 6.33800
C -2.62503 -0.97374 4.04281
N -4.09597 -0.76677 4.09668
C 0.66102 1.91414 4.95635
P 0.53535 1.45282 6.76495
N 1.55163 2.21250 7.70366
O 0.89650 -0.20316 6.89978
O -0.98800 1.78248 7.41788
C 1.97867 2.29509 4.28178
C 3.26954 2.31355 5.18453
C 3.64434 0.87592 5.82353
F 4.94906 0.43346 5.37048
C 2.05772 2.64174 2.81467
C 3.46956 2.97478 2.16203
I 4.29883 4.87788 2.84099
C 4.50506 1.74141 2.30078
C 4.46317 0.87846 0.94090
C 0.82258 2.67874 1.93071
N 1.02704 3.07997 0.55568
H 2.55387 5.96994 -0.03458
H 2.60755 6.92390 -1.69899
H 2.13233 4.36209 -2.58229
H -3.92123 1.41162 -0.57003
H -3.05300 6.33384 -3.27492
H -5.13454 4.21719 -3.77495
H -3.96727 5.03800 -4.86934
H -2.05945 3.52461 -4.32544
H -3.01992 2.54915 -3.13780
H -3.47405 2.60546 -4.95888
H -0.02181 6.80845 -2.88111
H 0.20330 4.38851 -4.19654
H -1.07930 5.36453 -5.14510
H 0.50490 7.10376 -5.69730
H 1.65615 5.68018 -5.68370
H 1.62024 6.79886 -4.23297
H -2.23771 2.21715 5.39084
H -2.79903 1.46512 3.85645
H -0.90669 -0.46319 5.32356
H -3.11222 0.68612 6.62240
H -2.15459 -0.76842 3.04014
H -2.39463 -2.04104 4.37289
H -4.44363 -0.58803 3.15270
H -4.51291 -1.61647 4.49126
H 2.20482 1.58529 8.17578
H 1.28642 -0.32160 7.79442
H -1.02564 2.75747 7.53910
H 3.07729 3.08901 5.99488
H 4.21025 2.65770 4.67449
H 3.70520 0.90175 6.94313
H 2.89811 0.14133 5.41010
H 3.38665 3.09344 1.03475
H 5.54441 2.16540 2.39172
H 4.21935 1.02671 3.11757
H 4.74957 -0.18248 1.21848
H 3.43114 0.83460 0.48998
H 5.22878 1.23247 0.18555
H 1.64598 3.90693 0.61950
Br 2.11810 -1.04830 3.09305
C 2.69795 -2.39343 1.80824
C 1.77354 -2.44854 0.61948
Br 0.12270 -3.38840 1.04661
H 2.76750 -3.33608 2.34551
H 3.69600 -2.08086 1.50264
H 2.22380 -3.02300 -0.19078
H 1.49130 -1.46429 0.24837
Br -10.59880 3.17792 -5.57980
C -9.49434 1.59115 -5.33449
C -8.39322 1.83916 -4.33545
Br -6.94707 2.87984 -5.11928
H -9.12710 1.30530 -6.31832
H -10.17779 0.82410 -4.96947
H -7.93228 0.89882 -4.03103
H -8.72735 2.37746 -3.45049
Br -12.64913 5.35297 -10.60992
C -13.97825 4.41720 -9.53552
C -13.32528 3.50641 -8.52717
Br -12.66902 1.87556 -9.36659
H -14.63389 3.89260 -10.22795
H -14.54151 5.20395 -9.03308
H -14.05148 3.17137 -7.78624
H -12.47871 3.96344 -8.01820
Br 0.41597 2.37912 -3.02782
C 1.00939 1.01136 -4.28816
C 0.10801 0.95219 -5.49594
Br -1.56160 0.03552 -5.08744
H 1.05593 0.07204 -3.73950
H 2.01828 1.30941 -4.57649
H 0.56812 0.36346 -6.28989
H -0.15595 1.93467 -5.88453
Br -1.02691 -7.01180 -3.07063
C -1.90113 -5.47523 -2.25109
C -2.00613 -4.32496 -3.21931
Br -0.29537 -3.41191 -3.41767
H -1.33636 -5.23091 -1.35237
H -2.89207 -5.83055 -1.96721
H -2.69125 -3.56598 -2.84066
H -2.32170 -4.62831 -4.21576
Br 6.38892 -2.79907 2.81157
C 6.96840 -4.14583 1.52538
C 6.04820 -4.19322 0.33240
Br 4.38868 -5.12479 0.75478
H 7.02956 -5.09120 2.06115
H 7.96985 -3.83858 1.22555
H 6.49789 -4.76858 -0.47720
H 5.77339 -3.20688 -0.03814
Br 9.79490 -4.26804 5.52267
C 11.12878 -3.56816 4.28738
C 10.57147 -3.44462 2.89221
Br 10.48020 -5.18212 2.01161
H 11.99416 -4.22538 4.34852
H 11.39404 -2.58729 4.68247
H 11.23212 -2.84393 2.26657
H 9.56842 -3.02094 2.86541
Br 3.19898 -7.66563 -6.65946
C 2.74380 -9.17952 -5.51879
C 1.75007 -8.78621 -4.45673
Br 2.60739 -7.79545 -3.01598
H 3.67793 -9.56297 -5.11317
H 2.31232 -9.92156 -6.19122
H 1.32899 -9.66965 -3.98078
H 0.94148 -8.16169 -4.83334
Br 4.59005 4.52148 7.56780
C 6.42461 3.99782 7.17138
C 6.72464 2.61478 7.69123
Br 7.01036 2.62958 9.61905
H 7.07149 4.76585 7.59135
H 6.49754 4.02197 6.08316
H 7.65730 2.24030 7.26913
H 5.92903 1.89912 7.49373
Br 0.97691 -9.10200 3.53627
C 1.00444 -9.42562 1.61470
C 1.96727 -8.49972 0.91631
Br 1.22088 -6.70966 0.73270
H -0.02036 -9.32629 1.26137
H 1.32321 -10.46285 1.50671
H 2.15094 -8.83638 -0.10531
H 2.91830 -8.39511 1.43578
Br -0.70676 -11.62807 -3.72836
C 0.40198 -13.20556 -3.44616
C 1.49242 -12.93686 -2.44025
Br 2.94647 -11.90185 -3.22575
H 0.78081 -13.50607 -4.42120
H -0.28183 -13.96932 -3.07513
H 1.95305 -13.87031 -2.11626
H 1.14659 -12.38562 -1.56780
Br -2.09325 8.28142 3.39216
C -3.92512 7.86340 2.87466
C -4.21988 6.39399 3.04099
Br -3.43811 5.34438 1.59445
H -4.05427 8.21438 1.85228
H -4.55037 8.45905 3.54094
H -5.29339 6.20853 2.97656
H -3.83980 5.98222 3.97463

---

(2)
173
Properties=species:S:1:pos:R:3 method="wB97M-V/def2-TZVPD" multiplicity=2 homo_ev="-4.4 / -6.2" homo_lumo_gap_ev="4.219 / 6.022" largest_force_ev_per_a=5.707 e_tot_ha=-4128.870829
Pb 0.21877 3.23232 -3.45599
C 0.68894 -0.80757 -3.17058
C 0.39026 -0.58666 -1.61651
C 1.76735 -0.97393 -0.91055
C 1.78821 -0.94930 0.63381
C 1.44071 0.53903 1.00267
C 0.25739 1.27655 0.23024
N -0.00264 0.82375 -1.14276
O -0.95253 1.52558 -2.02609
C 0.72235 2.75071 0.40284
C -1.05615 1.12124 1.04690
C -0.64742 -1.74474 -1.34706
H 0.99746 -1.84217 -3.32067
H 1.54506 -0.17770 -3.41229
H -0.21618 -0.66896 -3.76189
H 2.54698 -0.28562 -1.23692
H 2.03838 -2.00945 -1.11634
H 2.78811 -1.25383 0.94295
H 1.12582 -1.71838 1.03113
H 2.38704 1.07861 0.96502
H 1.28203 0.63518 2.07676
H 1.61208 3.02612 -0.16340
H 0.89153 3.05394 1.43605
H -0.18316 3.26816 0.08600
H -1.08490 1.78930 1.90770
H -1.23697 0.12798 1.45779
H -1.86104 1.43825 0.38375
H -1.07594 -1.55291 -0.36336
H -0.25449 -2.76143 -1.33953
H -1.48846 -1.71495 -2.03978
C 2.72769 0.86450 6.91868
C 1.99188 1.62468 5.87647
C 0.89085 0.64548 5.36190
O 0.77631 -0.26574 6.41002
C 1.63085 0.03554 7.56576
H 3.14134 1.51593 7.68851
H 3.51446 0.22723 6.51499
H 2.66630 1.96433 5.09041
H 1.53320 2.51771 6.30099
H 1.25563 0.22047 4.42681
H -0.05124 1.17550 5.22172
H 1.96567 -0.85729 8.09383
H 1.14316 0.61631 8.34869
C 0.07764 -5.85086 1.24523
C 0.06315 -6.75024 2.46540
C -1.41818 -7.10550 2.53381
O -2.18710 -6.39757 1.53470
C -1.34373 -5.28637 1.14802
H 0.32266 -6.44034 0.36172
H 0.90196 -5.15788 1.41370
H 0.16292 -6.04930 3.29415
H 0.72168 -7.61806 2.50205
H -1.89341 -6.96232 3.50425
H -1.81998 -8.11533 2.45062
H -1.40850 -4.50742 1.90773
H -1.44569 -4.82295 0.16672
C -3.35284 5.32544 -1.66882
C -3.29383 6.15762 -2.88509
C -1.87453 6.03459 -3.40933
O -1.31070 4.90352 -2.68626
C -1.97023 4.77045 -1.43984
H -3.90491 4.42177 -1.92706
H -3.78464 5.78835 -0.78148
H -3.52729 7.21562 -2.76581
H -3.98592 5.66833 -3.57044
H -1.42169 7.00356 -3.19927
H -1.95431 5.89457 -4.48736
H -1.43633 5.22133 -0.60332
H -1.97530 3.74093 -1.08186
C -3.97460 3.09902 2.49374
C -5.31740 3.65612 2.81933
C -4.82866 5.13987 3.04987
O -4.00303 5.34676 1.86256
C -3.58527 4.02650 1.45435
H -3.92302 2.05166 2.19628
H -3.30063 3.20252 3.34412
H -5.75626 3.14743 3.67767
H -5.96150 3.55019 1.94640
H -4.24721 5.26305 3.96357
H -5.71192 5.76387 2.91356
H -2.50065 4.13293 1.43533
H -4.04335 3.66153 0.53508
C -5.36348 -3.76341 -3.05656
C -4.79138 -3.52955 -1.64683
C -5.33373 -4.75259 -0.89788
O -6.60033 -5.04078 -1.48597
C -6.73518 -4.37130 -2.74667
H -4.73418 -4.39847 -3.68007
H -5.59926 -2.88289 -3.65422
H -5.13474 -2.52466 -1.40104
H -3.71527 -3.39963 -1.53187
H -5.46336 -4.43844 0.13779
H -4.78486 -5.67400 -1.09239
H -7.48131 -3.57931 -2.68225
H -6.99518 -5.14217 -3.47212
C 4.40204 -4.88702 -4.04846
C 3.63751 -4.40001 -2.85568
C 2.41025 -5.22813 -2.48929
O 2.75832 -5.80461 -1.25682
C 3.92985 -5.30843 -0.82340
O 4.27559 -5.44883 0.35862
O 4.39832 -4.45486 -1.74083
H 5.29210 -4.26600 -4.14954
H 3.86996 -4.81067 -4.99671
H 4.70042 -5.93038 -3.94615
H 3.22693 -3.39537 -2.95674
H 2.17389 -5.93464 -3.28495
H 1.58007 -4.60714 -2.15274
C 1.79297 -0.50124 -9.18602
C 1.88711 -0.50394 -7.71999
C 3.10538 -0.03819 -6.94871
O 2.57882 0.99147 -6.12032
C 1.30635 1.06765 -6.27092
O 0.66490 1.69270 -5.46854
O 0.83584 0.32915 -7.26044
H 2.62551 -1.14069 -9.47942
H 1.73619 0.45996 -9.69689
H 0.89082 -1.04491 -9.46646
H 1.68925 -1.49030 -7.30042
H 3.77462 0.27437 -7.75029
H 3.64167 -0.91975 -6.59749
C 5.08212 -3.23485 2.89892
C 3.81717 -2.78133 3.74253
C 2.71702 -3.83349 3.78043
O 2.38676 -3.96957 5.08003
C 3.31137 -3.42489 5.85974
O 3.39726 -3.70297 7.05955
O 4.23094 -2.70009 5.10623
H 6.01746 -2.69668 3.05264
H 4.91411 -3.16254 1.82438
H 5.31121 -4.26616 3.16728
H 3.47207 -1.78247 3.47554
H 3.08132 -4.71134 3.24680
H 1.92126 -3.52744 3.10131
C -0.26264 6.34662 2.60451
C 1.10335 6.12805 3.36886
C 1.09431 4.96957 4.33913
O 2.19006 4.18117 4.00724
C 2.73635 4.62356 2.82815
O 3.73740 4.03268 2.33106
O 2.07462 5.72730 2.47938
H -1.10807 5.90866 3.13510
H -0.29397 5.84417 1.63774
H -0.37367 7.38658 2.29750
H 1.26506 6.98480 4.02301
H 0.16957 4.39755 4.26333
H 1.30101 5.29652 5.35818
C -4.33738 0.08518 -0.07229
C -5.17127 1.16404 -0.65648
C -5.19367 1.26146 -2.10689
O -6.41502 0.65359 -2.46969
C -7.18109 0.63104 -1.34943
O -8.35151 0.32808 -1.41742
O -6.48022 0.78004 -0.30864
H -4.49863 -0.03294 0.99923
H -3.29694 0.34121 -0.27237
H -4.32579 -0.91168 -0.51300
H -4.83888 2.11494 -0.24005
H -4.35798 0.74082 -2.57448
H -5.38790 2.24506 -2.53456
C 5.50947 0.70648 0.30306
C 5.50641 1.99917 -0.45043
C 6.07814 1.92011 -1.87771
O 4.99291 2.06921 -2.83274
C 3.88052 2.31582 -2.08238
O 2.76033 2.50020 -2.49368
O 4.17942 2.32538 -0.72339
H 6.55696 0.45472 0.46881
H 5.11593 -0.13867 -0.26169
H 5.14022 0.62032 1.32499
H 5.73889 2.88722 0.13730
H 6.48309 0.90899 -1.83581
H 6.74581 2.74610 -2.12275